Density functional theory data (ωB97M-V/def2-TZVPD) for C21H14BrN7O3Rh as an isolated structure.

Output
LUMO, eV: -5.51
Relative energy (zero: lowest compared OMol25 entry of this formula, charge and spin), kcal/mol: 6.1
Gap between HOMO and LUMO, Eh: 0.2087
Net charge: +1
Multiplicity: 1

Cartesian coordinates (Å):
Rh1 -1.36632 0.96505 -0.41242
Br1 -0.53607 2.53827 2.38288
C1 -0.89749 0.71056 2.48406
C2 -0.84682 0.01042 3.68121
C3 -1.12212 -1.34534 3.68365
C4 -1.43024 -1.99293 2.49358
C5 -1.45894 -1.24766 1.34359
N1 -1.21758 0.07925 1.34622
C6 -1.70764 -1.80851 -0.02002
O1 -1.84311 -2.97844 -0.23362
O2 -1.70674 -0.87197 -0.95426
H1 -0.59121 0.53920 4.58730
H2 -1.08054 -1.90099 4.61067
H3 -1.61551 -3.05516 2.43256
N2 -3.76302 3.76576 -1.77363
C7 -2.69282 3.88001 -0.97650
O3 -2.07033 2.78497 -0.59958
C8 -2.21689 5.10091 -0.53291
C9 -1.04511 5.08376 0.26589
N3 -0.06627 5.04094 0.87355
C10 -2.87610 6.30384 -0.89329
N4 -3.47008 7.22129 -1.25352
H4 -4.09127 2.86089 -2.05700
H5 -4.26654 4.58631 -2.06873
C11 2.64911 1.73447 -0.99332
C12 1.31508 1.76646 -0.66657
N5 0.50567 0.73400 -0.98497
C13 0.98695 -0.34454 -1.60543
C14 2.33632 -0.45994 -1.91477
C15 3.16716 0.61160 -1.62721
C16 2.81187 -1.71622 -2.53388
C17 2.59580 -2.93834 -2.05121
C18 2.01112 -3.29070 -0.74107
C19 1.54485 -4.57575 -0.50614
C20 1.01542 -4.84062 0.74558
N6 0.98716 -3.92648 1.71226
C21 1.49459 -2.74022 1.39642
N7 1.98221 -2.36285 0.22655
H6 3.27294 2.57970 -0.74228
H7 0.86354 2.61271 -0.16275
H8 0.28902 -1.13019 -1.85015
H9 4.21969 0.56355 -1.87422
H10 3.33909 -1.61943 -3.47617
H11 2.90351 -3.78480 -2.65371
H12 1.57137 -5.33510 -1.27485
H13 0.60569 -5.81473 0.98367
H14 1.51059 -1.99300 2.18451

Forces on the atoms, in the same order (eV/Å):
Rh -0.5 -0.2 0.2
Br 0.0 -0.1 0.1
C -0.1 -0.1 -0.1
C 0.0 0.0 0.0
C 0.0 0.0 0.1
C -0.1 0.0 0.0
C 0.0 0.1 0.1
N 0.5 0.0 0.1
C 0.2 -0.1 0.0
O 0.0 0.0 0.0
O 0.0 0.0 -0.2
H 0.0 0.0 0.0
H 0.0 0.0 0.0
H 0.0 0.0 0.0
N 0.1 -0.2 0.0
C 0.4 0.2 0.3
O -0.8 0.0 -0.8
C 0.1 -0.1 0.2
C 0.0 0.3 -0.2
N 0.0 -0.1 0.1
C 0.1 0.0 0.0
N -0.1 0.0 0.0
H 0.0 0.0 0.0
H 0.0 0.0 0.0
C 0.1 0.0 -0.1
C 0.0 0.0 0.0
N 0.2 0.1 0.4
C 0.0 0.0 0.0
C 0.0 0.0 0.0
C 0.0 0.0 0.0
C -0.1 0.1 -0.1
C 0.0 0.0 0.0
C 0.0 0.0 0.0
C 0.0 0.0 0.0
C 0.0 0.0 0.0
N 0.0 0.0 0.0
C 0.0 0.0 0.0
N 0.1 0.0 0.0
H 0.0 0.0 0.0
H 0.0 0.0 0.0
H 0.0 0.0 0.0
H 0.0 0.0 0.0
H 0.0 0.0 0.0
H 0.1 0.0 0.0
H 0.0 0.0 0.0
H 0.0 0.0 0.0
H 0.0 0.0 0.0

These are the Löwdin partial charges, in e, on atoms 1 to 4: 1.31 0.95 -0.67 -0.06

Density functional theory data (ωB97M-V/def2-TZVPD) for C21H14ClF5NO4PSSm as an isolated structure.

Output
LUMO (spin up / spin down), eV: 2.10 / 2.42
Relative energy (zero: lowest compared OMol25 entry of this formula, charge and spin), kcal/mol: 0.0
Gap between HOMO and LUMO (spin up / spin down), Eh: 0.2860 / 0.2987
Net charge: -1
Multiplicity: 6

Cartesian coordinates (Å):
Sm1 -0.80581 0.12363 -2.47696
O1 -2.16899 -3.16413 -5.01737
Cl1 -2.35706 -2.21189 -3.97396
O2 -3.57316 -2.38687 -3.37598
O3 -1.26230 -2.28810 -3.00338
O4 -2.20696 -0.83902 -4.46735
C1 2.21406 -3.55508 3.41147
C2 2.23876 -3.88449 2.06551
C3 1.82011 -2.93168 1.15179
C4 1.39829 -1.64709 1.54198
C5 1.41541 -1.33814 2.91813
C6 1.81787 -2.29757 3.86056
P1 0.44118 -0.58021 0.38229
C7 0.95711 1.11530 0.91246
C8 2.32668 1.40404 1.03436
C9 2.78123 2.67770 1.26667
C10 1.85693 3.72551 1.34616
C11 0.47880 3.45938 1.23273
C12 0.06462 2.16780 0.95637
C13 -1.27381 -0.74334 0.81631
C14 -1.84658 -1.18078 2.02726
C15 -3.24059 -1.16487 2.14325
C16 -4.03575 -0.74096 1.07533
C17 -3.41488 -0.26598 -0.06754
C18 -2.02527 -0.25517 -0.27893
H1 2.44911 -4.35569 4.09560
H2 2.53333 -4.88533 1.78256
H3 1.76922 -3.18717 0.10850
H4 1.07022 -0.34513 3.20251
H5 1.85024 -2.04004 4.90744
H6 3.03658 0.57526 1.08057
H7 3.81359 2.84494 1.35552
H8 2.19038 4.76136 1.53927
H9 -0.12517 4.33373 1.28738
H10 -1.02894 1.86176 0.95456
H11 -1.23524 -1.69724 2.76503
H12 -3.76374 -1.55785 3.01472
H13 -5.11725 -0.84312 1.08387
H14 -4.09828 0.11660 -0.84290
F1 0.36499 1.68095 -4.59507
C19 1.19022 1.09259 -3.59978
F2 1.82697 0.03931 -4.26990
C20 2.34373 2.07028 -3.23817
F3 1.83118 3.19490 -2.66463
F4 3.10524 1.55520 -2.31230
F5 3.15957 2.44002 -4.22607
S1 -3.92911 4.11545 -2.24912
C21 -2.80588 2.95147 -2.28147
N1 -2.03082 2.07978 -2.37925

Forces on the atoms, in the same order (eV/Å):
Sm -1.1 -0.5 0.0
O 0.3 0.3 0.1
Cl 3.0 0.2 -2.3
O -3.3 -0.3 1.9
O 0.5 -0.4 0.9
O -0.2 0.6 -0.1
C -0.1 -0.2 0.2
C -0.3 0.6 0.3
C -0.2 0.5 -0.3
C -0.3 -0.6 0.8
C 0.2 -0.3 -0.3
C 0.1 0.4 -0.9
P 1.1 0.1 -0.2
C 0.8 -0.1 -0.4
C -0.2 -1.1 0.4
C -1.5 0.5 -0.2
C -0.3 0.1 0.2
C 2.1 0.3 -0.4
C -2.4 -0.7 0.8
C -0.8 0.1 0.3
C -0.4 -0.3 -0.6
C -0.1 -0.4 0.0
C 0.8 0.0 0.0
C -0.7 0.5 -0.9
C 0.1 -0.2 0.4
H 0.2 0.1 0.4
H 0.0 0.1 -0.2
H 0.0 -0.1 -0.3
H 0.1 -0.2 0.2
H -0.1 -0.1 0.1
H -0.1 0.2 -0.3
H 1.2 0.3 0.2
H -0.2 -0.7 -0.2
H -1.0 0.1 0.1
H 1.3 0.9 -0.3
H -0.1 0.4 0.1
H 0.4 0.0 0.0
H 0.1 0.2 0.3
H 0.5 -0.2 0.1
F 0.5 -0.1 0.4
C 0.8 0.4 0.1
F -0.1 0.0 0.0
C -1.7 0.7 -0.1
F -0.2 0.0 -0.6
F 1.0 -1.3 1.1
F -0.1 0.2 -0.7
S 0.2 -0.1 0.2
C -0.7 0.5 -0.3
N 0.6 -0.4 0.0

These are the Löwdin partial charges, in e, on atoms 1 to 4: 1.65 -0.29 0.63 -0.26